(1)
The following is a quantum chemistry calculation of a molecular structure, C22H39N2OPSiTc, from the OMol25 dataset.

Summary:
LUMO (alpha / beta), eV: -0.3 / -0.3
HOMO-LUMO gap (alpha / beta), eV: 3.14 / 6.97
Energy relative to the best compared isomer or geometry (same formula, charge and spin), eV: 0.564
Spin multiplicity: 4
E_tot, eV: -47833.0749
Expectation value of S²: 3.79

```
67
Properties=species:S:1:pos:R:3:forces:R:3:mulliken_spin:R:1
Tc 0.0000 0.0000 0.0000 0.4 -0.1 1.7 1.875
Si 0.1559 -2.2057 -1.3204 0.6 -0.7 -0.7 -0.029
P 0.5170 1.1808 -2.1067 0.3 0.3 -1.0 -0.032
N -1.7482 0.0833 -0.2085 -0.8 0.5 -1.1 0.183
H 0.6490 1.4696 0.7819 -0.6 -0.6 -0.6 -0.040
C 0.8427 3.0070 -2.0638 -0.1 -0.1 0.3 0.009
H 0.9905 3.4351 -3.0722 -0.1 -0.3 0.4 0.000
H 1.7383 3.1892 -1.4463 -0.3 -0.1 -0.2 0.000
H -0.0115 3.4993 -1.5701 0.3 -0.2 -0.2 0.001
C 1.9527 0.5725 -3.1041 -0.1 0.0 0.2 0.001
H 2.0939 1.1772 -4.0173 -0.1 -0.2 0.4 -0.002
H 1.7669 -0.4784 -3.3795 0.1 0.4 0.1 -0.001
H 2.8669 0.6149 -2.4901 -0.4 -0.1 -0.2 -0.001
C -0.8807 1.0636 -3.3072 0.1 0.1 0.1 0.013
H -0.6515 1.5920 -4.2494 -0.1 -0.2 0.4 0.000
H -1.7813 1.5005 -2.8452 0.3 -0.2 -0.2 0.000
H -1.0739 -0.0029 -3.5077 0.0 0.4 0.1 -0.004
C 1.8837 -3.0382 -1.4998 0.1 0.2 0.1 -0.008
H 2.3311 -3.2448 -0.5097 -0.2 0.2 -0.4 0.004
H 2.5844 -2.3761 -2.0406 -0.3 -0.3 0.3 -0.001
H 1.8205 -3.9935 -2.0526 -0.1 0.4 0.2 0.002
H -0.7163 -3.3241 -0.7691 0.3 0.4 -0.2 0.015
H -0.3468 -2.1562 -2.7564 0.1 0.2 0.3 -0.001
C -3.0973 -0.0024 -0.4402 0.7 0.1 0.2 -0.108
C -5.3647 0.8300 -0.0979 0.4 -0.2 -0.1 -0.082
C -3.9908 0.9314 0.1422 -0.3 0.0 -0.1 0.145
C -3.6133 -1.0331 -1.2668 -0.3 0.0 0.0 0.141
C -4.9879 -1.1184 -1.5019 0.2 0.2 0.2 -0.072
C -5.8694 -0.1912 -0.9198 0.1 0.0 0.0 0.143
H -6.0492 1.5546 0.3568 0.3 -0.3 -0.2 -0.004
H -3.5784 1.7224 0.7757 -0.2 -0.3 -0.2 0.008
H -2.9110 -1.7483 -1.7054 -0.3 0.2 0.1 0.012
H -5.3782 -1.9167 -2.1426 0.2 0.3 0.3 -0.004
H -6.9459 -0.2647 -1.1062 0.4 0.0 0.1 0.011
C 3.2011 -0.1520 0.7437 3.3 1.2 2.3 0.637
O 2.2033 -0.3925 0.0396 -4.5 -1.1 -2.8 0.251
C 3.0604 0.5099 2.0817 0.0 -0.1 -0.7 -0.167
H 3.9776 1.0459 2.3771 -0.3 0.0 0.0 0.009
H 2.8499 -0.2505 2.8564 0.0 0.0 0.3 0.138
H 2.1750 1.1776 2.0215 0.6 -0.1 0.2 0.014
C 4.5691 -0.5080 0.2219 -0.1 0.3 0.4 -0.018
H 5.1628 0.4153 0.0787 0.1 -0.3 -0.1 0.025
H 4.4881 -1.0521 -0.7300 0.1 0.2 0.3 0.006
H 5.1155 -1.1221 0.9614 0.1 0.0 -0.3 0.024
C 1.7088 -1.8595 4.8520 0.4 -1.9 0.1 0.024
N 1.0537 -0.5555 5.1266 -0.1 -0.3 0.8 0.000
C 2.0294 0.4121 5.6537 1.1 1.2 0.9 0.018
C 0.2556 0.0471 4.0022 -1.8 0.6 -0.9 -0.002
C -0.5800 -0.9453 3.2309 -1.0 -1.5 -0.7 -0.024
C -1.3867 -1.7383 4.0997 0.3 0.3 -0.9 0.006
C -2.2596 -2.6980 3.6398 0.0 -0.1 0.9 0.007
C -2.3941 -2.8814 2.2932 0.1 0.1 -0.6 0.003
C -1.6555 -2.1064 1.4144 0.1 0.3 1.2 -0.056
C -0.6916 -1.1162 1.7769 0.1 -0.2 1.9 -0.110
H 2.4874 -1.8190 4.0806 -0.4 0.5 0.1 0.018
H 0.9776 -2.6345 4.5487 0.2 0.8 0.1 0.000
H 2.1912 -2.2462 5.7764 -0.4 0.6 -0.4 -0.004
H 0.4001 -0.7342 5.9237 0.4 0.1 -1.0 -0.018
H 2.8059 0.6609 4.9043 -0.6 -0.3 0.2 0.004
H 1.5179 1.3508 5.9601 0.2 -0.7 -0.3 0.006
H 2.5374 0.0014 6.5550 -0.4 0.1 -0.7 -0.011
H -0.4437 0.7885 4.4517 0.5 -0.5 0.2 0.007
H 0.8406 0.6315 3.3331 1.1 0.1 -0.3 0.024
H -1.3618 -1.6200 5.1722 0.1 0.3 0.4 0.009
H -2.8542 -3.2802 4.3326 0.0 0.0 0.1 -0.001
H -3.1084 -3.6039 1.9167 0.0 0.0 -0.1 0.000
H -1.9265 -2.2706 0.4072 0.2 0.0 -0.8 0.007
```
Positions in Å, forces in eV/Å.

(2)
The following is a quantum chemistry calculation of a molecular structure, C6H17NO3Rb, from the OMol25 dataset.

Summary:
LUMO, eV: -3.8
HOMO-LUMO gap, eV: 7.67
Charge: +1
Energy relative to the best compared isomer or geometry (same formula, charge and spin), eV: 1.947
Spin multiplicity: 1
E_tot, eV: -14778.4465

```
28
Properties=species:S:1:pos:R:3:forces:R:3:mulliken_charge:R:1
Rb -1.9514 -1.3089 -3.2521 0.1 0.2 0.3 0.974
C 1.2025 -3.1954 1.8858 0.4 0.7 0.6 -0.781
O 0.5737 -1.8660 1.8877 -0.1 -1.7 0.0 -0.321
C 1.3101 -0.7504 1.4353 0.1 -0.1 -1.0 -0.606
C 0.4551 0.5167 1.5730 0.4 -0.8 1.3 -0.605
N -0.8502 0.4294 0.9773 -0.3 0.3 -1.2 -0.311
C -1.4313 1.7572 0.8696 -0.9 0.1 0.0 -0.920
C -0.9779 2.7380 -0.2062 -0.8 -0.2 -0.2 -0.317
O -1.6173 2.4104 -1.4402 0.6 -0.9 -0.9 -0.306
C -1.4044 3.3442 -2.5076 -0.8 0.7 1.2 -0.750
H 1.8098 -3.3168 2.7827 -0.1 0.2 0.3 0.310
H 1.8929 -3.4759 1.0903 -0.1 0.9 -0.7 0.296
H 0.4970 -4.0263 1.8900 -0.7 0.7 0.1 0.281
H 1.5522 -0.8872 0.3813 0.0 -0.1 -0.4 0.290
H 2.2760 -0.6668 1.9336 0.0 0.2 0.4 0.393
H 0.9325 1.4191 1.1912 0.5 -0.3 -0.1 0.430
H 0.3281 0.6716 2.6444 0.2 0.3 0.4 0.341
H -1.5060 -0.0399 1.5855 0.4 -0.6 0.0 0.273
H -1.4155 2.2596 1.8368 0.4 0.4 0.3 0.437
H -2.4992 1.5940 0.7246 -0.1 0.2 -0.3 0.383
H 0.1010 2.8153 -0.3403 0.1 0.0 0.0 0.354
H -1.3795 3.6977 0.1192 0.2 0.4 0.0 0.313
H -1.6803 2.9631 -3.4908 0.3 -0.6 0.2 0.235
H -0.4095 3.7893 -2.5086 0.2 -0.3 -0.1 0.305
H -2.1182 4.1457 -2.3171 0.1 0.5 -0.2 0.301
O 1.9675 -4.6725 -3.0665 -0.3 0.3 -0.1 -0.646
H 1.5647 -5.5400 -3.1044 -0.1 -0.3 0.0 0.325
H 2.7778 -4.8054 -2.5746 0.3 0.0 0.1 0.323
```
Positions in Å, forces in eV/Å.

(3)
The following is a quantum chemistry calculation of 12 unconnected molecules or ions with the total composition C34H97N5O12, from the OMol25 dataset.

Summary:
LUMO (alpha / beta), eV: -2.3 / -7.8
HOMO-LUMO gap (alpha / beta), eV: 8.35 / 2.80
Charge: +1
Energy relative to the best compared isomer or geometry (same formula, charge and spin), eV: 0.762
Spin multiplicity: 2
E_tot, eV: -68836.7952
Expectation value of S²: 0.75

```
148
Properties=species:S:1:pos:R:3:forces:R:3:mulliken_spin:R:1
C 4.0738 1.3612 1.2230 0.3 0.8 -0.5 0.002
C 4.8145 2.2748 2.2442 -1.1 -1.8 0.3 0.001
O 5.1202 1.3184 3.3102 0.2 0.2 -0.3 0.000
H 3.8385 1.8927 0.3009 0.1 0.1 -0.1 0.000
H 3.1353 0.8967 1.5256 -0.1 0.5 0.7 0.001
H 4.6742 0.4993 0.9321 0.6 0.1 -0.1 -0.005
H 4.1789 3.0583 2.6568 -0.2 -0.1 -0.1 0.000
H 5.7080 2.7636 1.8558 0.1 -0.4 -0.1 0.000
H 5.3638 1.7606 4.1267 0.1 0.2 0.0 0.000
C -3.9192 -3.4215 0.5911 0.5 0.4 -1.1 0.000
C -3.7477 -2.9578 -0.8898 0.2 -1.3 0.6 0.000
O -4.7353 -3.5822 -1.6667 -1.0 0.1 -0.7 0.000
H -4.9415 -3.2083 0.9032 0.2 0.5 0.3 0.000
H -3.1071 -2.9669 1.1585 -0.4 0.3 0.5 0.000
H -3.8129 -4.4967 0.7353 0.1 -0.1 -0.5 0.000
H -2.8325 -3.3504 -1.3330 0.6 0.3 0.5 0.000
H -3.7746 -1.8785 -1.0402 0.1 -0.2 0.4 0.000
H -5.3083 -2.8893 -2.0030 -0.3 -0.1 0.0 0.000
C -0.2073 -4.7120 2.5284 -1.3 0.1 0.4 0.000
C -1.1987 -5.8314 2.9669 0.7 0.6 -0.6 0.000
O -0.8331 -6.2178 4.2713 0.2 -0.1 0.4 0.000
H -0.6475 -4.0982 1.7425 0.1 -0.4 -0.6 0.000
H 0.7753 -5.1047 2.2668 -0.1 0.0 0.0 0.000
H -0.1316 -3.9665 3.3199 0.3 -0.3 0.4 0.000
H -1.1074 -6.6630 2.2681 0.1 -0.2 0.0 0.000
H -2.2421 -5.5224 2.9041 0.0 0.4 0.1 0.000
H -1.5793 -6.5611 4.7683 -0.1 -0.1 -0.2 0.000
C -1.6380 4.9061 0.0101 0.9 -0.7 -0.6 0.000
C -0.6425 3.7241 0.1319 -1.4 0.6 0.3 0.000
O -1.4213 2.6342 0.6432 1.0 -0.6 -1.2 0.000
H -2.0878 5.1779 0.9650 0.1 0.1 -0.2 0.000
H -2.3958 4.4908 -0.6543 -0.3 0.2 0.2 0.000
H -1.1987 5.7423 -0.5339 0.0 0.3 0.4 0.000
H 0.2523 3.8736 0.7361 0.0 0.3 0.3 0.000
H -0.2904 3.4921 -0.8732 -0.1 -0.4 0.1 0.000
H -1.6696 2.7809 1.5589 -0.4 0.5 0.4 0.000
C 3.0234 -2.3229 -0.9569 0.5 1.0 0.2 -0.001
C 4.5024 -2.2512 -1.3101 -1.1 -0.6 0.6 -0.001
O 5.1866 -2.4507 -0.0495 0.4 0.2 -0.1 0.007
H 2.7081 -3.2278 -0.4374 0.1 -0.2 -0.4 0.000
H 2.4313 -2.0718 -1.8369 -0.2 -0.3 0.1 0.001
H 2.9131 -1.4936 -0.2582 -0.5 0.1 0.1 0.000
H 4.7024 -1.2510 -1.6945 0.3 -0.1 -0.2 0.000
H 4.7387 -3.0472 -2.0163 0.5 0.2 0.0 0.001
H 6.1298 -2.4171 -0.2253 0.3 -0.2 -0.2 0.000
C -0.7959 -3.6760 -3.2705 0.4 -0.1 0.0 0.000
C 0.3292 -3.4910 -4.2867 -0.8 -0.3 -0.1 0.000
O 0.6128 -4.7222 -4.9435 0.4 0.1 0.3 0.000
H -1.7535 -3.8199 -3.7708 -0.1 0.2 0.0 0.000
H -0.8501 -2.8314 -2.5836 -0.2 0.0 0.0 0.000
H -0.6116 -4.5789 -2.6883 0.1 0.0 0.1 0.000
H 1.2318 -3.1285 -3.7946 0.1 -0.2 -0.2 0.000
H 0.0241 -2.7772 -5.0519 0.2 0.4 0.1 0.000
H -0.2346 -5.0693 -5.2317 0.0 -0.2 -0.1 0.000
C 0.2405 -0.4356 1.1602 -0.2 0.0 -0.4 -0.001
C -0.6539 -0.7396 -0.0481 2.1 0.7 0.5 -0.001
O -1.8158 0.0081 -0.0464 -1.6 -1.7 -0.2 0.000
H 0.4413 0.6356 1.1759 0.3 0.0 0.2 -0.003
H 1.1409 -1.0262 0.9911 0.4 0.2 0.2 0.008
H -0.1970 -0.7376 2.1118 -0.2 0.0 -0.1 0.002
H -0.6694 -1.8293 -0.0653 -1.6 -0.1 -0.1 -0.001
H -0.0377 -0.5236 -0.9209 0.1 0.3 -0.4 0.001
H -1.6998 0.9579 -0.1236 0.7 0.5 0.3 0.000
C 4.0341 -3.5513 2.9145 -1.2 -0.8 -0.4 0.032
C 4.1194 -2.0782 3.0932 2.8 -1.0 0.8 -0.005
C 3.9011 -1.6189 4.5490 -1.3 -0.3 1.3 0.062
O 2.6736 -2.0632 5.1090 0.0 0.5 -0.9 0.059
C 1.5575 -1.3592 4.5206 0.4 -0.3 0.3 0.002
N 5.4943 -1.6949 2.7257 -4.0 1.6 -0.6 0.754
H 4.2823 -3.8654 1.9007 0.0 0.2 -0.1 0.005
H 2.9970 -3.8362 3.0913 0.1 -0.4 0.2 -0.003
H 4.7042 -4.0743 3.5969 -0.2 0.1 0.2 -0.003
H 3.4624 -1.4868 2.4554 -0.2 0.4 -0.5 0.096
H 3.8996 -0.5346 4.6596 0.6 0.1 -0.3 -0.014
H 4.6925 -2.1114 5.1140 0.0 0.2 0.2 0.000
H 0.6619 -1.5157 5.1219 0.2 -0.3 0.0 0.002
H 1.4036 -1.7110 3.5005 -0.2 -0.1 -0.1 0.014
H 1.7176 -0.2819 4.4767 0.3 0.2 0.1 -0.001
H 5.6197 -1.8982 1.7443 0.9 -1.1 -0.8 0.001
H 5.4590 -0.6901 2.8220 1.4 1.3 0.8 -0.010
C 1.1392 -0.6148 -7.8343 -1.0 -0.9 0.4 0.000
C -0.0050 0.3856 -7.6348 0.1 0.1 -1.0 0.000
C -0.9849 0.1861 -6.4451 0.7 -0.9 -0.5 0.000
O -0.1862 0.0076 -5.2907 0.1 -0.1 0.2 0.000
C -0.9239 -0.2598 -4.1149 0.4 -0.1 -0.5 0.000
N 0.6323 1.6477 -7.5838 0.7 2.3 1.0 0.000
H 0.6278 -1.5479 -8.0704 0.5 -0.6 0.4 0.000
H 1.7744 -0.6548 -6.9494 -0.2 -0.4 0.1 0.000
H 1.8079 -0.4292 -8.6748 -0.4 0.6 -0.1 0.000
H -0.5020 0.4246 -8.6041 -0.8 -0.4 0.2 0.000
H -1.6403 -0.6745 -6.5786 0.0 -0.4 -0.1 0.000
H -1.6627 1.0280 -6.3042 0.1 0.5 -0.2 0.000
H -1.3886 -1.2419 -4.2020 -0.5 0.1 0.1 0.000
H -1.6330 0.5465 -3.9272 -0.3 -0.1 0.2 0.000
H -0.2134 -0.3238 -3.2907 0.0 0.1 0.0 0.000
H -0.0344 2.3937 -7.4462 -0.5 0.3 -0.6 0.000
H 1.0763 1.7402 -6.6814 0.6 -0.2 0.2 0.000
C -1.3010 1.6822 3.7122 0.4 -0.7 0.8 0.000
C -1.9756 2.8773 4.3726 1.3 -1.1 0.4 0.000
C -1.1457 3.5756 5.4308 -0.4 0.0 1.5 0.000
O -1.3049 2.8448 6.6762 1.3 0.2 0.1 0.000
C -0.5427 3.4198 7.7473 -0.1 1.3 0.0 0.000
N -2.3327 3.7356 3.2943 -1.7 1.2 -0.7 0.000
H -0.4872 1.9859 3.0538 0.1 0.3 0.1 0.000
H -1.9789 1.0992 3.0889 -0.3 0.2 0.1 0.000
H -0.8844 0.9998 4.4531 0.1 -0.1 0.1 0.000
H -2.8842 2.5562 4.8820 0.0 -0.1 0.0 0.000
H -1.4970 4.5914 5.6117 -0.6 0.2 -0.1 0.000
H -0.1151 3.7666 5.1317 0.5 -0.7 0.0 0.000
H -0.8231 4.4612 7.9049 -0.4 0.4 -0.3 0.000
H 0.5336 3.5162 7.6040 0.2 -0.6 -0.6 0.000
H -0.6656 3.0217 8.7546 -0.5 -1.0 -0.5 0.000
H -3.2489 4.0415 3.5895 -0.5 0.5 -0.8 0.000
H -1.8263 4.6043 3.1999 0.6 0.0 0.3 0.000
C -4.4904 1.5972 0.9402 -0.8 -0.6 -0.3 0.000
C -5.6462 0.8293 0.2429 -0.2 0.6 -0.3 0.000
C -6.9094 1.7012 -0.0589 0.2 -1.4 0.2 0.000
O -7.6407 1.9249 1.1420 -0.3 0.4 -0.5 0.000
C -8.8982 2.6279 0.9829 1.0 -0.6 0.4 0.000
N -5.2061 0.1677 -1.0227 -0.4 0.4 0.6 0.000
H -3.8053 0.8401 1.3214 0.2 0.2 0.1 0.000
H -4.8519 2.2098 1.7662 0.0 0.0 0.0 0.000
H -3.9434 2.2216 0.2338 -0.1 0.1 0.0 0.000
H -5.9817 0.0224 0.8945 -0.1 0.1 0.2 0.000
H -7.5312 1.1124 -0.7333 -0.1 -0.2 -0.2 0.000
H -6.6293 2.5922 -0.6209 0.0 0.6 0.3 0.000
H -9.6523 2.1127 0.3879 0.3 -0.3 -0.5 0.000
H -8.7028 3.6135 0.5605 -0.2 0.2 0.2 0.000
H -9.3270 2.6458 1.9849 0.2 0.5 0.0 0.000
H -4.2466 -0.1230 -0.9004 0.2 0.0 0.1 0.000
H -5.1711 0.8612 -1.7561 0.0 0.2 -0.2 0.000
C 1.5295 1.7354 -2.1895 0.2 0.4 0.3 0.000
C 2.2830 2.5436 -3.2834 0.4 -1.7 -0.6 0.000
C 3.8204 2.1192 -3.3691 -2.9 1.2 2.0 0.000
O 4.2532 2.4775 -2.0493 -0.8 0.4 -1.2 0.000
C 5.5971 2.3474 -1.9460 2.1 -0.6 1.1 0.000
N 1.6435 2.1159 -4.5506 0.5 0.6 0.7 0.000
H 1.7206 1.9386 -1.1358 0.6 0.3 -0.1 0.000
H 1.7262 0.6750 -2.3476 0.2 -0.2 0.0 0.000
H 0.4472 1.8485 -2.2514 -0.1 0.2 -0.5 0.000
H 2.2105 3.6246 -3.1645 0.1 -0.1 0.2 0.000
H 4.3172 2.6539 -4.1787 0.3 0.2 0.1 0.000
H 3.8910 1.0407 -3.5098 0.1 -0.2 -0.1 0.000
H 5.9076 2.5225 -0.9159 -0.1 0.1 0.2 0.000
H 6.2124 3.0100 -2.5547 -0.2 0.2 -0.4 0.000
H 5.8749 1.3141 -2.1539 0.4 -0.3 -0.3 0.000
H 1.1955 1.2346 -4.3437 -0.1 -0.1 -0.6 0.000
H 2.4177 1.9199 -5.1688 -0.2 -0.1 -0.6 0.000
```
Positions in Å, forces in eV/Å.

(4)
The following is a quantum chemistry calculation of a molecular structure, C4H7MgO2Rb, from the OMol25 dataset.

Summary:
LUMO (alpha / beta), eV: -5.1 / -5.1
HOMO-LUMO gap (alpha / beta), eV: 3.63 / 3.64
Charge: +1
Spin multiplicity: 2
E_tot, eV: -14445.3184
Expectation value of S²: 0.75

```
15
Properties=species:S:1:pos:R:3:forces:R:3:mulliken_spin:R:1
H 0.4280 -2.9791 3.7352 0.0 0.0 0.0 0.990
C 0.2331 -0.8201 -0.8684 -2.5 -0.1 0.1 0.002
C -0.6943 -0.9541 0.2896 -0.6 -0.8 0.0 0.005
C -1.2811 0.2714 -0.2837 1.0 -0.6 -0.9 0.000
C -0.8916 1.6524 0.1296 -0.6 -0.1 -0.7 -0.001
O 0.1810 1.7459 0.9755 1.0 0.4 0.3 0.000
O 1.3829 -0.2887 -0.7703 2.6 2.4 0.2 0.000
Rb 4.9894 -0.3991 -2.1893 -0.2 -0.1 0.0 0.001
Mg 1.9393 1.2165 0.5475 -1.7 -1.3 -0.4 0.004
H -0.0670 -1.2557 -1.8304 0.2 -0.2 0.4 0.001
H -1.3429 -1.8429 0.2274 0.3 0.4 0.2 0.000
H -0.1928 -0.8357 1.2549 -0.1 0.0 -0.1 -0.003
H -2.0906 0.1745 -1.0108 0.2 0.0 0.3 0.001
H -1.8225 2.0610 0.5927 0.5 0.1 0.1 0.000
H -0.7710 2.2537 -0.7995 -0.1 -0.1 0.3 0.000
```
Positions in Å, forces in eV/Å.

no.,maximum force (hartree/bohr)
1,0.10405
2,0.03274
3,0.08417
4,0.06835